(1)
The following is a DFT calculation (wB97M-V/def2-TZVPD) of a molecular structure, C27H70AsN2O4PPdSi5 at a distorted geometry.

**Orbital gap (spin up / spin down)**: 7.77 / 7.50 eV
**Multiplicity**: 3
**Maximum force**: 0.0336 hartree/bohr
**LUMO energy (spin up / spin down)**: 0.37 / -1.16 eV

Each line ends with the Löwdin spin population.
CARTESIAN COORDINATES (ANGSTROEM)
Pd -0.14 -0.58 -0.06  1.0723
C -3.24 -5.18 -0.02  0.0001
N -2.11 -4.92 -0.88  0.0003
C -1.99 -5.74 -2.07  -0.0001
C -1.50 -3.77 -0.85  0.0038
N -0.86 -2.81 -0.85  0.0399
H -4.19 -5.01 -0.55  0.0000
H -3.19 -4.53 0.85  0.0000
H -3.21 -6.22 0.31  0.0000
H -2.83 -5.58 -2.75  0.0000
H -1.96 -6.79 -1.78  0.0000
H -1.06 -5.49 -2.58  0.0000
C 1.03 3.97 3.82  0.0000
C 0.44 2.63 4.25  0.0000
C -0.33 2.77 5.57  0.0000
C 1.56 1.61 4.44  0.0001
O -0.43 2.26 3.19  -0.0002
P -1.02 0.76 3.00  0.0065
O -1.33 0.08 4.27  0.0070
O -0.11 0.03 2.04  0.0737
O -2.32 1.11 2.10  -0.0013
C -3.49 1.84 2.47  -0.0002
C -3.57 3.05 1.52  0.0018
C -3.48 2.32 3.91  0.0001
C -4.69 0.91 2.24  0.0002
H 1.75 4.32 4.56  0.0000
H 0.25 4.72 3.70  0.0000
H 1.53 3.85 2.86  0.0000
H 0.36 3.00 6.38  0.0000
H -0.83 1.82 5.77  0.0000
H -1.08 3.55 5.50  0.0000
H 2.10 1.81 5.36  0.0000
H 2.25 1.65 3.60  0.0000
H 1.11 0.62 4.50  0.0000
H -2.62 3.57 1.54  0.0000
H -4.36 3.72 1.85  0.0001
H -3.76 2.72 0.51  0.0017
H -2.77 3.13 4.04  0.0000
H -3.18 1.50 4.57  0.0001
H -4.47 2.66 4.19  0.0000
H -4.68 0.53 1.22  0.0002
H -5.61 1.46 2.40  0.0000
H -4.64 0.07 2.92  0.0000
C 1.89 -3.61 -2.64  0.0000
Si 2.64 -1.87 -2.92  0.0222
C 4.49 -2.14 -3.38  0.0082
C 1.84 -1.10 -4.48  0.0004
As 2.05 -0.47 -1.04  0.1030
Si 3.78 1.25 -1.00  0.0212
C 3.50 2.64 -2.30  0.0000
C 3.86 2.07 0.73  0.0002
C 5.52 0.53 -1.42  0.0103
Si 2.66 -1.87 0.82  0.0168
C 1.28 -3.14 1.20  0.0039
C 2.93 -0.89 2.43  -0.0009
C 4.30 -2.83 0.51  0.0070
H 1.77 -4.16 -3.57  0.0000
H 0.91 -3.51 -2.18  -0.0002
H 2.51 -4.21 -1.98  0.0000
H 4.60 -3.01 -4.02  0.0011
H 5.11 -2.30 -2.50  0.0001
H 4.89 -1.29 -3.92  0.0000
H 2.14 -1.61 -5.39  -0.0001
H 2.10 -0.05 -4.57  0.0000
H 0.75 -1.16 -4.42  0.0001
H 2.58 3.18 -2.11  0.0000
H 3.44 2.25 -3.31  0.0001
H 4.31 3.36 -2.28  0.0000
H 2.91 1.97 1.24  0.0000
H 4.09 3.12 0.66  0.0000
H 4.63 1.61 1.35  0.0000
H 5.67 0.47 -2.49  0.0001
H 5.63 -0.47 -1.01  0.0004
H 6.31 1.15 -1.01  0.0014
H 0.34 -2.60 1.40  0.0003
H 1.50 -3.72 2.10  0.0003
H 1.11 -3.84 0.39  0.0000
H 2.01 -0.35 2.65  -0.0002
H 3.75 -0.19 2.38  0.0000
H 3.12 -1.56 3.27  -0.0001
H 4.22 -3.54 -0.30  0.0000
H 4.59 -3.38 1.40  0.0008
H 5.10 -2.14 0.28  0.0000
C -2.20 -1.43 -3.34  0.0043
Si -3.03 -0.40 -1.95  0.0616
C -4.40 0.63 -2.82  0.0233
C -3.94 -1.59 -0.75  0.0012
C -1.87 0.66 -0.95  0.3870
Si -0.94 2.14 -1.63  0.0518
C -2.08 3.60 -2.12  0.0191
C -0.03 1.63 -3.24  0.0040
C 0.23 2.81 -0.27  0.0051
H -2.75 -2.35 -3.53  0.0002
H -1.19 -1.70 -3.07  0.0005
H -2.16 -0.88 -4.28  0.0003
H -5.17 -0.01 -3.24  0.0032
H -3.99 1.23 -3.62  0.0000
H -4.89 1.31 -2.12  0.0000
H -4.11 -2.56 -1.20  -0.0002
H -4.91 -1.19 -0.46  0.0002
H -3.36 -1.73 0.16  0.0012
H -2.23 0.84 0.06  0.0283
H -2.82 3.28 -2.85  -0.0001
H -1.50 4.40 -2.56  0.0023
H -2.61 4.01 -1.27  -0.0001
H -0.26 2.31 -4.05  0.0001
H -0.36 0.64 -3.54  0.0003
H 1.05 1.59 -3.12  0.0012
H -0.37 3.03 0.61  0.0001
H 0.76 3.71 -0.55  0.0003
H 0.95 2.05 0.03  0.0021

---

(2)
The following is a DFT calculation (wB97M-V/def2-TZVPD) of a molecular structure, C13H20BFN6OPd.

**Orbital gap**: 4.05 eV
**Multiplicity**: 1
**Net charge**: -2
**Maximum force**: 0.0103 hartree/bohr
**LUMO energy**: 5.22 eV
**Energy above the lowest of the compared OMol25 structures with the same formula, charge and spin**: 10.9 kcal/mol

Each line ends with the natural charge from an NBO analysis.
CARTESIAN COORDINATES (ANGSTROEM)
Pd 0.05 0.00 -1.67  0.0553
C -2.71 -3.15 -0.67  -0.3967
C -1.39 -2.76 -0.97  -0.0697
N -1.08 -1.63 -0.34  -0.2581
N -2.17 -1.28 0.38  -0.3443
C -3.17 -2.18 0.19  -0.0519
B -2.28 0.00 1.21  0.5979
N -2.17 1.28 0.37  -0.3434
C -3.15 2.19 0.20  -0.0515
C -2.70 3.16 -0.67  -0.3972
C -1.39 2.75 -0.99  -0.0692
N -1.09 1.61 -0.37  -0.2593
N -1.33 0.00 2.45  -0.3224
C -1.75 -0.01 3.73  -0.0499
C -0.64 -0.01 4.55  -0.4027
C 0.44 0.01 3.64  -0.0919
N 0.01 0.01 2.39  -0.2243
H -3.25 -4.01 -1.04  0.1962
H -0.66 -3.20 -1.62  0.2051
H -4.11 -2.04 0.68  0.1949
H -3.40 0.01 1.68  -0.0900
H -4.09 2.07 0.71  0.1951
H -3.23 4.03 -1.03  0.1963
H -0.66 3.18 -1.65  0.2053
H -2.80 -0.02 3.95  0.1986
H -0.62 -0.01 5.63  0.1960
H 1.50 0.01 3.84  0.1841
C 3.19 2.16 -0.86  -0.6252
C 3.12 1.20 -2.03  -0.0758
O 3.79 0.00 -1.66  -0.5800
C 3.12 -1.22 -1.97  -0.0745
C 3.20 -2.13 -0.76  -0.6251
H 2.78 3.14 -1.14  0.1870
H 4.23 2.30 -0.53  0.1720
H 2.60 1.77 -0.03  0.2277
H 3.61 1.62 -2.92  0.1309
H 2.07 1.01 -2.30  0.2403
H 3.60 -1.68 -2.85  0.1314
H 2.06 -1.04 -2.24  0.2383
H 4.24 -2.25 -0.44  0.1719
H 2.79 -3.12 -0.99  0.1874
H 2.61 -1.71 0.06  0.2276
F 0.85 -0.05 -3.89  -0.9361

---

(3)
The following is a DFT calculation (wB97M-V/def2-TZVPD) of 7 unconnected molecules or ions with the total composition C25H39Cl3N6 at a distorted geometry.

**Orbital gap**: 8.48 eV
**Multiplicity**: 1
**Maximum force**: 0.1080 hartree/bohr
**LUMO energy**: 0.20 eV

Each line ends with the Löwdin charge.
CARTESIAN COORDINATES (ANGSTROEM)
C -0.51 0.11 1.27  -1.4510
Cl -0.84 0.59 -0.43  0.5271
Cl 0.41 -1.41 1.23  0.5522
Cl -2.03 -0.20 2.10  0.5471
H 0.00 0.94 1.71  -0.0311
N 0.40 -0.95 -4.48  0.0033
C 1.07 -0.84 -5.65  -0.1604
C 0.90 0.45 -6.13  -0.1247
C 0.06 1.13 -5.25  -0.1016
C -0.20 0.23 -4.21  -0.1648
H 0.41 -1.77 -3.87  0.0862
H 1.68 -1.71 -5.88  0.1119
H 1.47 0.77 -6.99  0.0912
H -0.27 2.15 -5.34  0.0876
H -0.89 0.37 -3.36  0.0818
N 2.41 2.64 2.11  -0.0064
C 2.21 2.49 3.42  -0.1567
C 0.93 2.87 3.67  -0.1395
C 0.38 3.40 2.48  -0.1234
C 1.31 3.18 1.47  -0.1344
H 3.22 2.31 1.57  0.0944
H 2.99 2.04 4.02  0.1116
H 0.42 2.83 4.65  0.1025
H -0.62 3.80 2.36  0.0957
H 1.31 3.38 0.43  0.1001
C 0.08 0.26 7.05  -0.0863
C 0.17 -0.41 5.64  -0.2378
C 1.63 -0.73 5.29  -0.1927
C 2.12 -1.90 6.05  -0.2369
N 2.33 -2.89 6.60  0.1372
H -0.87 0.71 7.19  0.0554
H 0.81 1.06 7.16  0.0717
H 0.29 -0.52 7.77  0.0682
H -0.30 0.26 4.88  0.0870
H -0.41 -1.31 5.65  0.0985
H 2.29 0.10 5.52  0.1004
H 1.78 -1.06 4.27  0.0965
C 3.69 0.58 -3.57  -0.0906
C 3.68 -0.86 -2.99  -0.2108
C 2.75 -0.85 -1.76  -0.1953
C 3.17 0.09 -0.69  -0.2104
N 3.47 0.81 0.14  0.1704
H 4.15 0.60 -4.59  0.0892
H 4.19 1.27 -2.95  0.0531
H 2.69 0.91 -3.79  0.0481
H 4.68 -1.09 -2.71  0.1003
H 3.24 -1.53 -3.70  0.0840
H 2.75 -1.81 -1.27  0.1009
H 1.73 -0.49 -2.00  0.0863
C -1.94 -3.83 1.00  -0.1411
C -0.86 -4.87 0.69  -0.2370
C -0.78 -5.14 -0.84  -0.1765
C -0.34 -3.95 -1.56  -0.2265
N -0.06 -3.04 -2.15  0.1920
H -2.92 -4.23 0.80  0.0688
H -1.83 -2.91 0.41  0.0352
H -1.94 -3.52 2.06  0.0735
H -1.10 -5.85 1.11  0.1114
H 0.15 -4.54 0.96  0.1009
H -1.73 -5.38 -1.30  0.1207
H -0.09 -5.95 -1.08  0.1230
C -3.18 3.41 -1.95  -0.1094
C -4.22 2.51 -1.28  -0.2722
C -5.24 1.97 -2.26  -0.2235
C -5.95 3.00 -2.95  -0.2279
N -6.40 3.95 -3.51  0.1431
H -3.69 4.34 -2.27  0.0776
H -2.67 2.96 -2.82  0.0796
H -2.48 3.66 -1.18  0.0537
H -4.68 3.11 -0.49  0.1175
H -3.70 1.66 -0.85  0.0785
H -5.93 1.38 -1.66  0.1188
H -4.76 1.27 -2.96  0.1345

---

(4)
The following is a DFT calculation (wB97M-V/def2-TZVPD) of a molecular structure, C29H24ClFPTi at a distorted geometry.

**Orbital gap (spin up / spin down)**: 5.97 / 2.62 eV
**Multiplicity**: 1
**Net charge**: +1
**Maximum force**: 0.0812 hartree/bohr
**LUMO energy (spin up / spin down)**: -4.26 / -6.35 eV

Each line ends with the natural charge from an NBO analysis.
CARTESIAN COORDINATES (ANGSTROEM)
C -0.64 -2.04 3.75  -0.2672
C -0.43 -1.98 2.32  -0.3134
C 0.94 -2.33 2.06  -0.3179
H -1.17 -1.75 1.57  0.2736
C 1.58 -2.60 3.32  -0.2407
C 0.63 -2.37 4.37  -0.3699
H 0.79 -2.56 5.43  0.2776
H -1.57 -1.90 4.28  0.2735
H 1.39 -2.43 1.08  0.2778
H 2.59 -3.00 3.46  0.2743
Ti 0.90 -0.48 3.26  1.3003
Cl 2.90 0.23 2.74  -0.2745
P 0.27 -0.11 -1.69  0.9434
C 1.48 -1.30 -2.23  -0.2949
C 1.27 -2.18 -3.32  -0.2092
H 0.31 -2.19 -3.83  0.2278
C 2.31 -3.02 -3.73  -0.2072
H 2.16 -3.67 -4.59  0.2302
C 3.54 -3.01 -3.07  -0.1826
H 4.36 -3.62 -3.43  0.2308
C 3.71 -2.21 -1.93  -0.1998
H 4.66 -2.23 -1.39  0.2271
C 2.69 -1.37 -1.49  -0.2309
H 2.80 -0.75 -0.60  0.2269
C -1.44 -0.59 -1.94  -0.3851
C -1.80 -1.95 -1.75  -0.1551
H -1.05 -2.68 -1.42  0.2116
C -3.10 -2.36 -2.01  -0.2237
H -3.36 -3.41 -1.93  0.2268
C -4.07 -1.43 -2.41  -0.1910
H -5.07 -1.77 -2.68  0.2298
C -3.74 -0.08 -2.48  -0.1981
H -4.50 0.65 -2.76  0.2292
C -2.45 0.36 -2.23  -0.1957
H -2.19 1.42 -2.26  0.2292
C 0.70 1.60 -2.04  -0.2930
C 1.29 1.98 -3.26  -0.2055
H 1.57 1.21 -3.98  0.2275
C 1.48 3.33 -3.52  -0.2052
H 1.89 3.64 -4.48  0.2301
C 1.13 4.31 -2.58  -0.1757
H 1.24 5.36 -2.82  0.2305
C 0.65 3.91 -1.33  -0.2016
H 0.42 4.67 -0.58  0.2270
C 0.45 2.57 -1.03  -0.2165
H 0.11 2.24 -0.05  0.2259
F -2.88 3.97 5.11  -0.3178
C -2.07 3.09 4.44  0.4172
C -0.80 2.85 4.98  -0.2630
C -0.01 1.90 4.33  -0.2461
C -0.51 1.18 3.23  -0.3555
C -1.75 1.51 2.65  -0.1954
C -2.56 2.47 3.29  -0.2625
H -0.44 3.39 5.86  0.2500
H 1.02 1.73 4.68  0.2255
H -2.08 1.02 1.73  0.2240
H -3.55 2.75 2.92  0.2471

---

(5)
The following is a DFT calculation (wB97M-V/def2-TZVPD) of 2 unconnected molecules or ions with the total composition C6H8N3O at a distorted geometry.

**Orbital gap (spin up / spin down)**: 9.50 / 9.50 eV
**Multiplicity**: 1
**Net charge**: +1
**Maximum force**: 0.0790 hartree/bohr
**LUMO energy (spin up / spin down)**: -3.43 / -3.43 eV
**Energy above the lowest of the compared OMol25 structures with the same formula, charge and spin**: 45.1 kcal/mol

Each line ends with the natural charge from an NBO analysis.
CARTESIAN COORDINATES (ANGSTROEM)
C -1.42 1.31 -0.02  -0.2782
C -0.14 1.81 0.20  0.0782
C -1.67 -0.06 -0.08  0.2089
C -0.60 -0.98 0.01  0.1984
C 0.64 -0.47 0.13  0.0455
C 3.46 -0.11 -0.24  0.2108
N 4.56 -0.41 -0.28  -0.6450
N 0.83 0.88 0.29  -0.4511
N -2.91 -0.39 -0.38  -0.7484
O -0.70 -2.31 0.35  -0.6147
H -2.32 1.83 -0.35  0.2323
H 0.04 2.90 0.12  0.2584
H 1.61 -1.07 0.42  0.2801
H 5.49 -0.74 -0.20  0.4615
H 1.69 1.20 0.61  0.4426
H -3.57 0.39 -0.53  0.4147
H -3.36 -1.34 -0.48  0.4278
H -1.63 -2.45 0.45  0.4782

---

(6)
The following is a DFT calculation (wB97M-V/def2-TZVPD) of a single C2H3NOS molecule at a distorted geometry.

**Orbital gap (spin up / spin down)**: 7.31 / 8.48 eV
**Multiplicity**: 3
**Maximum force**: 0.1012 hartree/bohr
**LUMO energy (spin up / spin down)**: 0.60 / -1.61 eV
**Energy above the lowest of the compared OMol25 structures with the same formula, charge and spin**: 74.9 kcal/mol

Each line ends with the Löwdin spin population.
CARTESIAN COORDINATES (ANGSTROEM)
C -0.39 1.07 -0.79  0.4838
C 0.60 -0.61 0.63  0.0334
N -0.38 -0.05 -0.21  0.2486
O -1.40 -0.71 -0.73  0.7017
S -0.96 2.39 -1.33  0.5110
H 1.48 -0.84 -0.01  0.0107
H 0.79 0.18 1.32  0.0081
H 0.25 -1.42 1.12  0.0028